No. 1
Density functional theory data (ωB97M-V/def2-TZVPD) for a structure of composition C65H52N2O3P3ReS2Si.

The max |F| comes out at 0.03623 Eh/bohr. The total energy comes out at -136912.9324 eV. The calculation puts the HOMO-LUMO gap (alpha / beta) at 0.2243 / 0.2008 Eh. As for the net charge: +1. As for the spin multiplicity: 2. For the relative energy (zero: lowest compared OMol25 entry of this formula, charge and spin), the calculation gives 0.0 kJ/mol. As for the highest occupied orbital energy (alpha / beta): -0.3889 / -0.3862 Ha. The molar mass is 1280.49 g/mol.

Geometry (Å):
Re: -0.41326 -0.28598 -0.67598
C: 3.60540 -4.82539 -1.93792
C: 4.16578 -3.67881 -2.47472
C: 3.40878 -2.52724 -2.63374
C: 2.06495 -2.52601 -2.27727
C: 1.51951 -3.66875 -1.68462
C: 2.28311 -4.81184 -1.52102
P: 0.92680 -1.13742 -2.58820
C: -0.03709 -1.77648 -4.02090
C: -0.55890 -0.84686 -4.92425
C: -1.30395 -1.26089 -6.01493
C: -1.55817 -2.60965 -6.21277
C: -1.04236 -3.53990 -5.32529
C: -0.28301 -3.13031 -4.23752
C: 1.79237 0.19644 -3.48199
C: 2.69214 -0.07021 -4.51400
C: 3.25816 0.97246 -5.22856
C: 2.88002 2.28239 -4.96890
C: 1.93348 2.54065 -3.99058
C: 1.38777 1.50839 -3.22848
Si: 0.23508 1.81907 -1.75538
C: 1.41638 2.78489 -0.63770
C: 1.79383 4.10883 -0.86983
C: 2.76573 4.71846 -0.09464
C: 3.37092 4.00595 0.93276
C: 2.99605 2.69731 1.18210
C: 2.01964 2.07991 0.39698
P: 1.50567 0.35287 0.76887
C: 3.05796 -0.55631 0.46843
C: 3.21418 -1.84311 0.98492
C: 4.44306 -2.47610 0.91915
C: 5.51845 -1.84386 0.30948
C: 5.35224 -0.59467 -0.26292
C: 4.12523 0.04938 -0.18978
C: 1.57148 0.55009 2.59982
C: 0.78193 1.57213 3.12371
C: 0.89671 1.96274 4.44721
C: 1.80448 1.32619 5.28236
C: 2.59149 0.30530 4.77116
C: 2.48626 -0.08068 3.44032
C: -1.39307 2.75538 -2.05194
C: -1.58074 3.76701 -2.99270
C: -2.78844 4.44447 -3.08239
C: -3.82454 4.13330 -2.21312
C: -3.65423 3.14399 -1.25742
C: -2.45649 2.43634 -1.19642
P: -2.16803 1.22949 0.15126
C: -3.68590 0.26888 0.43249
C: -3.73919 -0.50369 1.59502
C: -4.81481 -1.33935 1.83905
C: -5.83856 -1.43447 0.90612
C: -5.78439 -0.68543 -0.25887
C: -4.71453 0.16380 -0.49792
C: -2.16051 2.46100 1.50730
C: -3.07645 2.47138 2.55417
C: -3.04772 3.49759 3.49081
C: -2.11361 4.51455 3.38899
C: -1.20994 4.51922 2.33374
C: -1.23661 3.50382 1.39607
H: 4.20087 -5.72176 -1.82333
H: 5.20720 -3.67605 -2.76847
H: 3.87536 -1.63275 -3.01745
H: 0.49587 -3.66267 -1.34075
H: 1.84577 -5.69533 -1.07341
H: -0.37624 0.20998 -4.77485
H: -1.68855 -0.52692 -6.71190
H: -2.15533 -2.93386 -7.05500
H: -1.22008 -4.59542 -5.48587
H: 0.11915 -3.87765 -3.56890
H: 2.94088 -1.09021 -4.77727
H: 3.98599 0.76073 -6.00078
H: 3.31313 3.09554 -5.53653
H: 1.61579 3.56081 -3.80900
H: 1.30911 4.66614 -1.66475
H: 3.05435 5.74337 -0.29008
H: 4.13350 4.47370 1.54160
H: 3.46125 2.15220 1.99484
H: 2.37139 -2.32766 1.45867
H: 4.56649 -3.46204 1.34827
H: 6.48175 -2.33593 0.27284
H: 6.18428 -0.11020 -0.75824
H: 4.00265 1.03356 -0.62312
H: 0.09295 2.08371 2.47380
H: 0.28117 2.77071 4.82372
H: 1.88587 1.60544 6.32441
H: 3.30915 -0.18874 5.41465
H: 3.13728 -0.85725 3.06507
H: -0.77294 4.02207 -3.66916
H: -2.92000 5.22499 -3.82046
H: -4.76251 4.66930 -2.27319
H: -4.44849 2.92261 -0.55405
H: -2.92749 -0.45626 2.31299
H: -4.85704 -1.91966 2.75131
H: -6.67108 -2.10168 1.08507
H: -6.57633 -0.76262 -0.99263
H: -4.67679 0.73076 -1.41745
H: -3.82283 1.69510 2.64329
H: -3.76973 3.49909 4.29673
H: -2.09652 5.30755 4.12477
H: -0.48482 5.31703 2.23846
H: -0.52891 3.51012 0.57882
S: -1.48513 -2.53929 -0.15907
C: -2.42972 -2.05990 -1.51882
C: -3.41142 -2.83431 -2.13103
C: -4.07944 -2.30370 -3.21441
C: -3.75987 -1.02072 -3.64903
C: -2.76878 -0.31883 -2.99771
N: -2.10599 -0.83073 -1.95706
H: -3.61091 -3.82732 -1.75381
H: -4.84452 -2.87546 -3.72307
H: -4.25785 -0.57877 -4.49989
H: -2.49275 0.68314 -3.29897
N: -0.07748 -2.20879 2.54620
C: -0.12311 -2.15476 3.89930
C: -0.84909 -1.12548 4.53690
C: -0.82874 -1.02394 5.89851
C: -0.04294 -1.92797 6.62513
C: 0.61487 -3.00964 6.03440
C: 0.59052 -3.10757 4.66873
S: 0.15021 -1.56909 8.40437
O: 1.13998 -2.51052 8.85752
O: 0.53620 -0.17671 8.41432
O: -1.22572 -1.83681 8.78803
H: 0.09555 -3.12290 2.14941
H: -0.79409 -1.69286 2.04803
H: -1.37880 -0.39221 3.94149
H: -1.35953 -0.23784 6.41692
H: 1.16158 -3.71307 6.64670
H: 1.14094 -3.89409 4.16462

Forces on atoms 1 to 2 (eV/Å):
-0.1808 -1.5271 0.9506
0.0141 -0.0298 0.0435

---

No. 2
Density functional theory data (ωB97M-V/def2-TZVPD) for a cluster of 2 separate species, C3H10N2O in total.

The max |F| comes out at 0.00977 Eh/bohr. The total energy comes out at -8300.2696 eV. The calculation puts the HOMO-LUMO gap at 0.3750 Eh. For the relative energy (zero: lowest compared OMol25 entry of this formula, charge and spin), the calculation gives 119.1 kJ/mol. As for the highest occupied orbital energy: -0.3407 Ha. The molar mass is 90.13 g/mol.

Geometry (Å):
C: 1.94813 1.27276 -1.23154
O: 1.62965 1.32334 0.14763
H: 1.48534 0.40737 -1.71870
H: 1.67605 2.19913 -1.73538
H: 3.02144 1.12000 -1.32645
C: -0.73497 -0.41600 2.14592
N: -0.80229 -0.10967 0.72472
C: -1.23078 -1.03054 -0.03092
N: -1.48021 -0.83557 -1.36013
H: -1.56794 0.05839 2.66132
H: 0.19458 -0.00505 2.53996
H: -0.74443 -1.49696 2.32612
H: 0.67914 1.13958 0.22814
H: -1.44793 -2.03341 0.34805
H: -1.15356 0.03911 -1.74758
H: -1.47223 -1.63246 -1.97114

Forces on atoms 1 to 2 (eV/Å):
0.1448 -0.2931 0.3816
0.0053 0.0883 -0.2382

---

No. 3
Density functional theory data (ωB97M-V/def2-TZVPD) for a cluster of 2 separate species, CHFNO3 in total.

The max |F| comes out at 0.21574 Eh/bohr. The total energy comes out at -11394.9873 eV. The calculation puts the HOMO-LUMO gap (alpha / beta) at 0.2171 / 0.2286 Eh. As for the net charge: -1. As for the spin multiplicity: 3. As for the highest occupied orbital energy (alpha / beta): -0.0673 / -0.1685 Ha. The molar mass is 94.02 g/mol.

Geometry (Å):
C: 1.43629 0.01776 0.06014
N: 0.51230 0.04899 -0.80386
O: 0.79809 -1.22957 -0.03250
O: 2.38674 0.45750 0.67781
O: -1.96733 0.45682 -0.41047
F: -2.27885 -0.09279 0.92281
H: -0.88724 0.34128 -0.41392

Forces on atoms 1 to 2 (eV/Å):
2.9088 -0.8705 3.1738
-2.8819 0.7582 -2.2273

---

No. 4
Density functional theory data (ωB97M-V/def2-TZVPD) for a structure of composition C2H2O2Y.

The max |F| comes out at 0.07747 Eh/bohr. The total energy comes out at -7232.6433 eV. The calculation puts the HOMO-LUMO gap at 0.1774 Eh. As for the net charge: +1. For the relative energy (zero: lowest compared OMol25 entry of this formula, charge and spin), the calculation gives 118.6 kJ/mol. As for the highest occupied orbital energy: -0.4246 Ha. The molar mass is 146.94 g/mol.

Geometry (Å):
C: 0.62557 0.79312 -0.33520
C: 0.03193 -0.04201 -1.16328
O: -0.92900 -1.23710 -0.48701
Y: -0.99147 -1.13544 1.52912
H: 0.08614 -0.02287 -2.25374
O: 0.33046 0.54080 1.06611
H: 0.84638 1.10350 1.64400

Forces on atoms 1 to 2 (eV/Å):
0.5401 0.5891 -1.1874
-0.6320 -0.6583 1.1044

---

No. 5
Density functional theory data (ωB97M-V/def2-TZVPD) for a structure of composition C25H29BIrN6OS.

The max |F| comes out at 0.05826 Eh/bohr. The total energy comes out at -51716.8890 eV. The calculation puts the HOMO-LUMO gap (alpha / beta) at 0.2253 / 0.2075 Eh. As for the net charge: +2. As for the spin multiplicity: 2. For the relative energy (zero: lowest compared OMol25 entry of this formula, charge and spin), the calculation gives 156.1 kJ/mol. As for the highest occupied orbital energy (alpha / beta): -0.5183 / -0.5300 Ha. The molar mass is 664.64 g/mol.

Geometry (Å):
Ir: -0.94101 -0.02230 -0.17595
C: 0.79562 6.63025 -0.50150
C: 0.80189 5.15093 -0.29928
C: 1.90963 4.37678 -0.68478
C: 1.88858 3.02174 -0.53591
C: 0.76687 2.34904 0.02051
N: 0.76715 0.98464 0.02506
C: 1.96496 0.26353 0.19856
C: 2.89756 0.70135 1.14311
C: 4.04854 -0.01524 1.38919
C: 4.30974 -1.20693 0.71277
C: 5.55246 -1.99877 0.99137
C: 3.37271 -1.65305 -0.21407
C: 2.22242 -0.93098 -0.49180
N: 1.36253 -1.40464 -1.53188
C: 1.69215 -2.22241 -2.55949
C: 0.58526 -2.38910 -3.35521
C: -0.40842 -1.61592 -2.75595
N: 0.07073 -1.01861 -1.66718
C: -0.34570 3.14142 0.44431
C: -0.30404 4.50880 0.25640
N: -1.45997 2.58857 1.11347
C: -2.42335 3.25563 1.79743
C: -3.24145 2.34152 2.39947
C: -2.72303 1.09697 2.04847
N: -1.63016 1.23986 1.29554
H: 1.80429 7.03727 -0.46795
H: 0.18025 7.13561 0.24049
H: 0.38134 6.86318 -1.48675
H: 2.77153 4.85936 -1.12578
H: 2.71466 2.41898 -0.88768
H: 2.68054 1.59952 1.70642
H: 4.74965 0.34458 2.13094
H: 6.38661 -1.34067 1.22789
H: 5.82945 -2.62314 0.14424
H: 5.40056 -2.65207 1.85334
H: 3.55569 -2.58823 -0.72677
H: 2.69438 -2.59447 -2.67832
H: 0.51499 -2.96664 -4.25996
H: -1.42267 -1.42260 -3.06895
H: -1.14981 5.11644 0.54337
H: -2.44695 4.32942 1.84115
H: -4.10476 2.54196 3.00855
H: -3.07392 0.11129 2.29233
B: -5.37421 -0.11697 -0.55841
C: -3.87416 0.02183 -0.85271
N: -2.72594 0.15177 -1.04432
H: -5.48674 0.29878 0.57582
H: -5.64048 -1.29468 -0.64177
H: -5.97195 0.51982 -1.39063
O: -2.59770 -1.83717 1.62777
S: -1.67454 -2.19236 0.53980
C: -2.48846 -3.39779 -0.52903
C: -1.51021 -4.56352 -0.60552
C: -0.87725 -4.69464 0.78446
C: -0.40033 -3.29517 1.18178
H: -2.75213 -2.94153 -1.48122
H: -3.39508 -3.61173 0.04067
H: -0.73680 -4.35586 -1.34976
H: -2.02554 -5.47282 -0.90954
H: -0.04238 -5.39247 0.78089
H: -1.61109 -5.05316 1.50686
H: 0.55824 -3.03334 0.72667
H: -0.37076 -3.08185 2.24894

Forces on atoms 1 to 2 (eV/Å):
0.8924 -0.8812 -0.5424
-0.0113 -0.0197 -0.0259